DFT (ωB97M-V/def2-TZVPD) results for a cluster of 7 separate species, C45H92N5O9 in total.

Geometry as ORCA input:
```
! wB97M-V def2-TZVPD RIJCOSX def2/J DEFGRID3
* xyz 3 1
C 2.83 6.18 0.70
C 1.99 5.40 -0.32
C 2.12 5.96 -1.76
C 3.48 5.72 -2.39
C 3.61 4.25 -2.64
C 3.40 3.42 -1.34
N 2.28 3.92 -0.39
O 2.11 3.21 0.58
C 4.73 3.40 -0.59
C 2.99 2.04 -1.79
C 0.49 5.56 0.07
H 2.78 7.22 0.38
H 3.88 5.93 0.60
H 2.49 6.05 1.73
H 1.88 7.02 -1.74
H 1.33 5.56 -2.40
H 4.36 6.04 -1.81
H 3.53 6.38 -3.26
H 4.57 4.03 -3.12
H 2.91 4.02 -3.44
H 5.49 2.83 -1.12
H 4.73 2.92 0.39
H 5.30 4.31 -0.39
H 2.66 1.40 -0.97
H 3.74 1.43 -2.29
H 2.11 2.06 -2.43
H 0.37 5.42 1.15
H -0.16 4.91 -0.52
H 0.10 6.56 -0.11
C -2.62 -3.84 -0.28
C -1.78 -4.96 -0.89
C -1.05 -4.28 -2.08
C 0.03 -5.19 -2.66
C 1.04 -5.52 -1.57
C 0.47 -6.22 -0.27
N -0.81 -5.47 0.10
O -1.02 -5.48 1.31
C 1.48 -6.03 0.89
C 0.18 -7.72 -0.47
C -2.65 -6.12 -1.34
H -3.37 -3.48 -0.98
H -2.06 -2.95 0.00
H -3.24 -4.13 0.58
H -0.57 -3.38 -1.70
H -1.67 -4.11 -2.96
H 0.64 -4.77 -3.46
H -0.47 -6.08 -3.06
H 1.35 -4.54 -1.19
H 1.87 -6.04 -2.03
H 2.51 -6.33 0.69
H 1.18 -6.47 1.84
H 1.65 -4.96 1.03
H 0.42 -8.21 0.47
H 0.86 -8.00 -1.27
H -0.85 -8.02 -0.64
H -3.46 -5.69 -1.93
H -3.09 -6.70 -0.53
H -2.28 -6.82 -2.08
C -2.15 0.06 3.25
C -1.04 1.12 3.63
C -0.76 2.04 2.44
C -1.83 3.08 2.10
C -2.02 3.94 3.36
C -2.32 3.17 4.62
N -1.46 1.95 4.79
O -1.40 1.53 5.95
C -3.78 2.67 4.68
C -2.09 4.15 5.81
C 0.26 0.38 3.99
H -1.74 -0.77 2.67
H -2.93 0.46 2.61
H -2.60 -0.49 4.07
H -0.67 1.35 1.59
H 0.20 2.52 2.64
H -2.71 2.66 1.62
H -1.38 3.77 1.40
H -2.84 4.63 3.18
H -1.15 4.58 3.46
H -4.02 2.09 3.79
H -4.43 3.53 4.53
H -4.12 2.15 5.57
H -2.94 4.83 5.81
H -1.13 4.68 5.77
H -2.10 3.74 6.82
H -0.04 -0.48 4.60
H 0.82 0.99 4.71
H 0.90 0.12 3.16
C -8.30 0.41 -4.72
C -7.09 0.89 -3.94
C -6.28 -0.26 -3.38
N -5.08 0.20 -2.56
C -4.11 1.12 -3.33
C -5.46 0.76 -1.20
C -4.27 0.68 -0.28
C -3.70 -0.69 -0.73
C -4.24 -1.05 -2.12
H -8.97 1.23 -5.00
H -8.99 -0.25 -4.19
H -8.09 -0.06 -5.68
H -7.46 1.52 -3.14
H -6.39 1.40 -4.61
H -5.86 -0.91 -4.14
H -6.90 -0.91 -2.76
H -4.58 2.10 -3.36
H -3.90 0.74 -4.33
H -3.11 1.22 -2.91
H -5.83 1.76 -1.43
H -6.32 0.23 -0.80
H -3.52 1.44 -0.51
H -4.48 0.55 0.78
H -2.61 -0.66 -0.77
H -3.94 -1.49 -0.04
H -3.48 -1.23 -2.87
H -4.96 -1.87 -2.05
C 3.80 0.42 2.96
C 4.70 -0.45 2.11
C 3.88 -1.23 1.07
N 4.68 -2.19 0.17
C 3.82 -2.81 -0.88
C 5.39 -3.33 0.95
C 6.87 -3.14 0.75
C 6.97 -2.67 -0.70
C 5.86 -1.59 -0.62
H 4.41 1.26 3.30
H 3.41 -0.11 3.83
H 2.91 0.88 2.51
H 5.27 -1.22 2.63
H 5.46 0.12 1.57
H 3.38 -0.53 0.40
H 3.13 -1.87 1.55
H 3.33 -2.05 -1.49
H 2.94 -3.21 -0.37
H 4.42 -3.64 -1.25
H 4.98 -4.28 0.64
H 5.11 -3.24 2.00
H 7.50 -4.02 0.90
H 7.15 -2.42 1.51
H 6.69 -3.43 -1.42
H 7.97 -2.35 -0.96
H 5.51 -1.16 -1.56
H 6.26 -0.68 -0.16
O 1.13 -1.14 -0.96
C 0.41 -1.53 0.11
O 0.75 -2.56 0.75
O -0.49 -0.70 0.40
H 0.66 -0.29 -0.81
O -0.19 1.55 -1.47
C -0.72 2.78 -1.70
O -0.11 3.46 -2.56
O -1.80 3.12 -1.19
H -0.91 1.32 -0.86
*
```

Max |F| in eV/A: 4.6

Atom charges from the Mulliken analysis, given in e for atoms 1 to 99: number 1, C, carries -1.42; number 2, C, carries 1.08; number 3, C, carries -1.09; number 4, C, carries -0.80; number 5, C, carries -1.43; number 6, C, carries 2.27; number 7, N, carries 1.37; number 8, O, carries -0.32; number 9, C, carries -1.79; number 10, C, carries -2.52; number 11, C, carries -1.75; number 12, H, carries 0.37; number 13, H, carries 0.36; number 14, H, carries 0.37; number 15, H, carries 0.65; number 16, H, carries 0.26; number 17, H, carries 0.34; number 18, H, carries 0.44; number 19, H, carries 0.54; number 20, H, carries 0.43; number 21, H, carries 0.53; number 22, H, carries 0.26; number 23, H, carries 0.34; number 24, H, carries 0.23; number 25, H, carries 0.60; number 26, H, carries 0.39; number 27, H, carries 0.24; number 28, H, carries 0.35; number 29, H, carries 0.54; number 30, C, carries -1.51; number 31, C, carries 1.62; number 32, C, carries -0.41; number 33, C, carries -1.19; number 34, C, carries -0.67; number 35, C, carries 1.25; number 36, N, carries 1.01; number 37, O, carries -0.37; number 38, C, carries -1.42; number 39, C, carries -1.40; number 40, C, carries -1.98; number 41, H, carries 0.18; number 42, H, carries 0.13; number 43, H, carries 0.55; number 44, H, carries -0.11; number 45, H, carries 0.49; number 46, H, carries 0.54; number 47, H, carries 0.29; number 48, H, carries -0.18; number 49, H, carries 0.64; number 50, H, carries 0.42; number 51, H, carries 0.52; number 52, H, carries 0.13; number 53, H, carries 0.40; number 54, H, carries 0.37; number 55, H, carries 0.37; number 56, H, carries 0.44; number 57, H, carries 0.46; number 58, H, carries 0.39; number 59, C, carries -1.09; number 60, C, carries 2.04; number 61, C, carries -0.32; number 62, C, carries 0.55; number 63, C, carries -1.68; number 64, C, carries 1.22; number 65, N, carries 0.97; number 66, O, carries -0.36; number 67, C, carries -1.43; number 68, C, carries -1.74; number 69, C, carries -1.72; number 70, H, carries 0.16; number 71, H, carries 0.05; number 72, H, carries 0.40; number 73, H, carries -0.63; number 74, H, carries 0.51; number 75, H, carries -0.06; number 76, H, carries -0.16; number 77, H, carries 0.63; number 78, H, carries 0.35; number 79, H, carries 0.21; number 80, H, carries 0.47; number 81, H, carries 0.40; number 82, H, carries 0.42; number 83, H, carries 0.40; number 84, H, carries 0.46; number 85, H, carries 0.51; number 86, H, carries 0.61; number 87, H, carries -0.15; number 88, C, carries -1.50; number 89, C, carries 0.00; number 90, C, carries -0.96; number 91, N, carries 0.44; number 92, C, carries -0.99; number 93, C, carries -1.24; number 94, C, carries 0.17; number 95, C, carries 0.13; number 96, C, carries -0.92; number 97, H, carries 0.40; number 98, H, carries 0.36; number 99, H, carries 0.37

---

DFT (ωB97M-V/def2-TZVPD) results for a cluster of 3 separate species, C2H9NS in total.

Geometry as ORCA input:
```
! wB97M-V def2-TZVPD RIJCOSX def2/J DEFGRID3
* xyz 0 1
N -0.74 2.02 -0.46
H -0.76 1.08 -0.09
H 2.23 1.13 0.77
H 0.10 2.32 0.03
H -0.75 2.02 -1.46
C 0.17 -1.67 -0.45
C -0.86 -1.20 0.48
S -1.38 -1.43 -1.26
H 2.41 1.68 1.24
H 0.95 -0.99 -0.75
H 0.49 -2.69 -0.32
H -0.68 -0.31 1.07
H -1.18 -1.95 1.21
*
```

Relative energy (zero: lowest compared OMol25 entry of this formula, charge and spin) in kcal/mol: 45.3
SMILES: [H][H].C1CS1.N
Max |F| in eV/A: 1.6

For each atom in turn, the Mulliken charge in e is: number 1, N, carries -0.68; number 2, H, carries 0.16; number 3, H, carries -0.25; number 4, H, carries 0.24; number 5, H, carries 0.25; number 6, C, carries -0.32; number 7, C, carries -0.70; number 8, S, carries -0.10; number 9, H, carries 0.25; number 10, H, carries 0.23; number 11, H, carries 0.30; number 12, H, carries 0.31; number 13, H, carries 0.32

---

DFT (ωB97M-V/def2-TZVPD) results for a structure of composition C18H29BrCl2N2O6S3.

Geometry as ORCA input:
```
! wB97M-V def2-TZVPD RIJCOSX def2/J DEFGRID3
* xyz 0 1
C 1.77 2.13 1.81
C 1.37 0.80 1.19
C 1.46 -0.41 2.13
Br 0.90 -0.06 3.98
C 0.80 -1.64 1.57
C 1.65 -2.64 1.21
C 1.16 -3.81 0.61
N 1.86 -4.87 0.19
S 0.79 -5.93 -0.36
N -0.57 -5.12 -0.16
C -0.24 -3.96 0.41
C -1.12 -2.92 0.80
C -0.63 -1.79 1.34
C -1.59 -0.67 1.65
Cl -3.07 -1.32 2.47
C -2.08 0.21 0.46
C -1.91 1.70 0.73
Cl -1.33 -0.24 -1.10
H 1.99 2.85 1.03
H 0.99 2.54 2.44
H 2.67 2.01 2.41
H 2.11 0.57 0.42
H 0.41 0.84 0.70
H 2.51 -0.64 2.23
H 2.71 -2.54 1.39
H -2.18 -3.06 0.63
H -1.18 -0.01 2.40
H -3.14 0.02 0.33
H -1.03 1.91 1.34
H -1.80 2.26 -0.20
H -2.78 2.08 1.26
O -6.21 0.03 -0.98
S -5.49 0.32 -2.18
O -4.70 1.51 -2.24
O -6.51 0.30 -3.41
C -7.73 1.05 -3.27
C -7.52 2.54 -3.48
C -4.51 -1.05 -2.65
H -8.17 0.84 -2.30
H -8.38 0.64 -4.04
H -6.92 2.98 -2.68
H -8.49 3.04 -3.50
H -7.01 2.73 -4.42
H -5.13 -1.95 -2.62
H -3.71 -1.11 -1.92
H -4.11 -0.88 -3.64
O 4.44 -0.02 1.02
S 5.58 -0.12 0.15
O 6.53 -1.17 0.37
O 6.32 1.28 0.12
C 6.62 1.90 1.40
C 7.82 1.28 2.08
C 5.05 -0.15 -1.52
H 5.73 1.87 2.03
H 6.81 2.94 1.14
H 7.62 0.26 2.39
H 8.08 1.87 2.96
H 8.68 1.27 1.40
H 4.35 0.67 -1.68
H 4.57 -1.11 -1.68
H 5.92 -0.05 -2.16
*
```

Max |F| in eV/A: 0.4

For each atom in turn, the Mulliken charge in e is: number 1, C, carries -1.68; number 2, C, carries 0.90; number 3, C, carries -0.89; number 4, Br, carries -0.08; number 5, C, carries 0.38; number 6, C, carries -1.15; number 7, C, carries 0.55; number 8, N, carries -0.74; number 9, S, carries 0.16; number 10, N, carries -0.72; number 11, C, carries 0.40; number 12, C, carries -0.44; number 13, C, carries 0.60; number 14, C, carries 0.38; number 15, Cl, carries -0.17; number 16, C, carries -0.08; number 17, C, carries -1.42; number 18, Cl, carries -0.18; number 19, H, carries 0.41; number 20, H, carries 0.44; number 21, H, carries 0.35; number 22, H, carries 0.04; number 23, H, carries -0.36; number 24, H, carries 0.62; number 25, H, carries 0.53; number 26, H, carries 0.45; number 27, H, carries 0.08; number 28, H, carries 0.63; number 29, H, carries 0.22; number 30, H, carries 0.36; number 31, H, carries 0.41; number 32, O, carries -0.68; number 33, S, carries 1.27; number 34, O, carries -0.62; number 35, O, carries -0.26; number 36, C, carries -0.37; number 37, C, carries -0.97; number 38, C, carries -0.51; number 39, H, carries 0.34; number 40, H, carries 0.28; number 41, H, carries 0.29; number 42, H, carries 0.38; number 43, H, carries 0.26; number 44, H, carries 0.33; number 45, H, carries -0.04; number 46, H, carries 0.31; number 47, O, carries -0.49; number 48, S, carries 1.09; number 49, O, carries -0.62; number 50, O, carries -0.31; number 51, C, carries -0.12; number 52, C, carries -1.05; number 53, C, carries -1.02; number 54, H, carries 0.15; number 55, H, carries 0.29; number 56, H, carries 0.29; number 57, H, carries 0.41; number 58, H, carries 0.28; number 59, H, carries 0.32; number 60, H, carries 0.39; number 61, H, carries 0.39

---

DFT (ωB97M-V/def2-TZVPD) results for a cluster of 2 separate species, C4H12 in total.

Geometry as ORCA input:
```
! wB97M-V def2-TZVPD RIJCOSX def2/J DEFGRID3
* xyz 0 1
C 1.78 2.00 1.01
C 0.35 1.73 0.55
H 2.33 2.37 0.10
H 1.80 2.87 1.73
H 2.24 1.25 1.47
H -0.47 2.04 1.39
H 0.20 0.77 0.22
H -0.01 2.44 -0.37
C -0.95 -1.88 -1.55
C -1.04 -2.00 0.00
H 0.04 -2.18 -1.85
H -1.73 -2.53 -2.04
H -1.35 -0.93 -1.97
H -1.84 -1.26 0.30
H -0.06 -1.64 0.45
H -1.29 -3.05 0.55
*
```

Relative energy (zero: lowest compared OMol25 entry of this formula, charge and spin) in kcal/mol: 33.1
SMILES: CC.CC
Max |F| in eV/A: 5.9

For each atom in turn, the Mulliken charge in e is: number 1, C, carries -0.87; number 2, C, carries -0.39; number 3, H, carries 0.23; number 4, H, carries 0.23; number 5, H, carries 0.38; number 6, H, carries 0.23; number 7, H, carries -0.03; number 8, H, carries 0.23; number 9, C, carries -0.83; number 10, C, carries -0.65; number 11, H, carries 0.26; number 12, H, carries 0.30; number 13, H, carries 0.26; number 14, H, carries 0.23; number 15, H, carries 0.16; number 16, H, carries 0.27

---

Total energy, respectively: -2719.6062 -534.4575 -5953.1883 -159.5323 a.u..
E_LUMO, respectively: -8.81 0.91 -0.54 1.07 eV.